C36H96N4O20 | ωB97M-V/def2-TZVPD

Results
- calculated total energy (Ha) = -3152.58112
- highest occupied orbital energy (eV) = -8.54
- SMILES string = COCCNCCOC.COCCNCCOC.COCCNCCOC.COCCNCCOC.OCCO.OCCO.OCCO.OCCO.OCCO.OCCO
- Kohn-Sham gap (eV) = 8.7693
- LUMO level (eV) = 0.2
- energy above the lowest of the compared OMol25 structures with the same formula, charge and spin (eV) = 4.789

Structure (XYZ):
```
156
Properties=species:S:1:pos:R:3:forces:R:3
C 5.2850 5.9593 4.3450 0.0 -0.1 -0.3
O 4.8780 4.5966 4.1956 0.9 0.1 0.7
C 4.8913 3.9757 5.5139 -0.5 -0.6 -0.9
C 4.8868 2.4097 5.4168 -0.5 2.7 0.9
N 6.0592 1.8831 4.8195 0.0 -0.2 0.3
C 5.8085 0.4843 4.4823 1.3 0.2 -0.6
C 7.1329 -0.1678 4.0925 0.3 0.4 -0.4
O 7.6245 0.5002 2.9209 1.1 -0.4 -0.2
C 8.9760 0.0433 2.6199 -1.2 -0.3 -0.1
H 5.5669 6.4746 3.4267 -0.4 -0.7 -0.6
H 6.2147 6.0333 4.9092 -0.2 -0.1 0.6
H 4.4683 6.5394 4.7745 0.1 0.1 0.4
H 3.9741 4.2864 6.0143 -0.1 0.0 0.2
H 5.7244 4.3687 6.0967 0.3 -0.2 -0.1
H 3.9534 2.1667 4.9092 -0.2 -0.3 -0.2
H 4.8319 2.0798 6.4542 -0.3 -0.2 0.1
H 6.3177 2.5118 4.0725 0.2 -0.6 -0.6
H 5.0924 0.3763 3.6677 -0.2 -0.1 -0.3
H 5.3697 0.0013 5.3554 0.2 -0.1 0.1
H 7.1011 -1.2367 3.8812 -0.5 -0.2 0.0
H 7.8825 -0.0594 4.8764 -0.1 0.2 0.4
H 9.1802 0.0706 1.5495 -0.3 0.6 -0.1
H 9.0280 -1.0246 2.8318 0.2 -0.1 0.4
H 9.7411 0.6028 3.1580 -0.1 0.0 0.2
C -9.0382 2.4167 1.9885 0.9 -1.2 -0.3
O -9.9222 1.3453 1.6615 -1.5 0.1 0.0
C -9.5037 0.3091 0.7487 2.0 2.4 -1.1
C -9.2856 0.8883 -0.7264 0.4 -0.9 1.6
N -10.5325 0.9587 -1.3632 -2.5 -1.3 0.1
C -10.5865 1.6907 -2.5670 -0.2 0.1 -2.2
C -9.7726 1.0393 -3.7305 1.6 1.1 1.4
O -8.3434 1.0742 -3.3741 -0.5 -0.3 -0.3
C -7.7400 2.3176 -3.6191 0.2 0.7 -0.8
H -9.3290 2.9811 2.8745 -0.7 -0.4 0.0
H -8.8553 3.1479 1.2011 -0.2 -0.1 -0.4
H -8.0896 1.9439 2.2432 0.5 0.2 0.0
H -10.1841 -0.5422 0.7250 -0.3 0.5 0.3
H -8.5227 -0.0098 1.1010 0.2 -0.4 0.0
H -8.6255 0.2476 -1.3111 0.2 0.1 0.4
H -8.9287 1.9181 -0.7435 1.1 0.1 0.6
H -11.1511 1.4329 -0.7209 -0.4 -0.2 0.2
H -10.3698 2.7352 -2.3431 0.8 0.5 -0.6
H -11.6011 1.7493 -2.9611 -0.4 -0.3 0.2
H -9.8542 1.5437 -4.6933 -0.4 0.3 0.0
H -10.0409 -0.0055 -3.8866 0.0 0.0 0.4
H -7.6978 2.5187 -4.6896 -0.2 0.1 -0.4
H -6.6953 2.4056 -3.3207 0.0 -0.9 0.4
H -8.2153 3.1853 -3.1618 -0.5 -0.1 0.2
C -7.9387 8.7488 9.1502 0.6 0.4 0.2
O -8.0058 9.6762 8.0655 -0.5 -1.1 0.6
C -9.2878 9.6274 7.4889 -0.9 1.5 -0.9
C -9.2961 10.6847 6.3256 -0.2 -0.6 0.8
N -8.1486 10.5213 5.4534 0.7 0.4 0.4
C -8.2818 9.4523 4.4859 -1.4 0.3 0.2
C -7.0425 9.0780 3.6569 -1.0 -0.5 0.6
O -6.2243 8.2163 4.4285 0.6 -0.5 -0.2
C -5.0067 7.7726 3.8034 -0.2 1.1 0.6
H -8.6716 8.9356 9.9351 -0.2 0.5 0.0
H -6.9428 8.8636 9.5782 -0.1 -0.2 0.0
H -8.1189 7.7096 8.8751 0.2 -0.1 -0.5
H -10.0351 9.9807 8.1994 -0.2 0.0 0.4
H -9.6162 8.6333 7.1854 0.4 -0.3 -0.2
H -9.2309 11.6450 6.8372 0.2 0.2 -0.1
H -10.2524 10.6912 5.8026 0.0 -0.2 -0.2
H -7.5120 10.1848 6.1617 1.1 0.2 -0.3
H -9.1578 9.7012 3.8871 0.4 0.6 -1.0
H -8.8101 8.6451 4.9933 1.0 -1.3 0.1
H -6.4820 9.9406 3.2964 -0.1 0.3 0.1
H -7.4603 8.5497 2.7999 0.3 -0.2 -0.4
H -4.3656 8.6312 3.6037 0.0 0.3 -0.3
H -5.1309 7.2292 2.8668 -0.3 -0.2 0.1
H -4.4376 7.2015 4.5370 -0.4 -0.3 -0.1
C 14.6846 -10.4453 0.4392 -0.2 0.2 0.1
O 14.1741 -9.9087 -0.7459 0.0 0.5 -0.5
C 13.2604 -10.6968 -1.4634 -0.1 0.6 -1.1
C 13.3334 -10.3291 -2.9538 -0.2 -0.2 -0.5
N 13.0142 -8.9803 -3.3873 -0.2 0.3 0.2
C 11.7897 -8.4330 -2.7968 0.6 1.2 -0.5
C 11.6197 -7.0261 -3.4219 -1.1 -0.4 0.3
O 10.4713 -6.3211 -2.8515 1.4 -1.6 0.5
C 9.8547 -5.3838 -3.6554 -0.2 0.9 -0.7
H 15.3209 -11.2949 0.1912 0.0 -0.3 0.4
H 13.8780 -10.6898 1.1304 -0.1 -0.4 0.1
H 15.2647 -9.6645 0.9311 0.2 -0.1 -0.2
H 12.2334 -10.4851 -1.1659 -0.1 -0.2 0.5
H 13.4412 -11.7706 -1.4154 0.2 -0.1 0.4
H 12.5936 -10.9331 -3.4791 -0.2 -0.5 0.2
H 14.2800 -10.6284 -3.4037 0.2 0.2 0.2
H 13.7509 -8.3130 -3.2085 0.3 -0.2 0.2
H 11.9412 -8.2960 -1.7262 -0.6 -0.2 0.3
H 10.9449 -9.0720 -3.0540 -0.1 0.0 0.3
H 11.5389 -7.1688 -4.4995 -0.4 0.2 -0.1
H 12.5535 -6.4877 -3.2602 0.0 0.4 0.2
H 9.3765 -4.5986 -3.0699 0.4 0.0 0.5
H 9.0132 -5.7665 -4.2329 0.1 -0.5 -0.4
H 10.5831 -4.9076 -4.3116 -0.1 0.1 -0.3
C 0.5320 -5.6975 3.1629 -0.3 0.1 -1.4
C -0.3519 -4.7941 4.0795 0.7 -1.1 -0.7
O -0.0168 -4.9790 5.4250 -0.1 0.4 0.6
O 0.4580 -7.1270 3.3054 -0.8 0.8 1.1
H 1.6059 -5.5173 3.1147 -0.2 0.6 0.6
H 0.1494 -5.5580 2.1519 0.1 0.7 -0.3
H -1.4120 -4.9757 3.9025 -0.3 -0.6 -0.1
H -0.3030 -3.7491 3.7735 0.8 0.1 0.2
H -0.4941 -5.7522 5.7346 0.2 -0.1 0.1
H -0.4960 -7.2346 3.2995 -0.2 -0.9 0.0
C 6.4729 4.5761 -1.2618 0.5 -1.1 0.7
C 5.2886 5.5348 -1.3192 0.3 -0.3 0.2
O 4.1663 5.0667 -0.5988 0.3 -0.1 0.1
O 6.8036 4.2148 0.1059 -0.7 0.7 -0.2
H 7.4059 4.9650 -1.6697 -0.3 0.5 -0.5
H 6.2060 3.6779 -1.8187 0.0 -0.1 0.0
H 4.9623 5.5984 -2.3573 0.2 0.4 0.0
H 5.5835 6.4886 -0.8815 0.1 0.4 -0.4
H 4.4853 5.1098 0.3056 -0.4 -0.4 0.5
H 7.1844 3.3352 0.1595 -0.1 0.0 -0.2
C -3.5470 -2.9761 -7.6987 0.6 -0.4 -0.8
C -4.5457 -3.6868 -6.8157 0.0 1.4 0.2
O -4.7202 -3.0013 -5.5447 0.1 -1.1 -0.8
O -2.1770 -2.9979 -7.2796 -0.7 0.3 0.1
H -3.8595 -1.9596 -7.9378 0.2 0.3 0.7
H -3.6155 -3.4221 -8.6909 0.0 -0.5 -0.2
H -4.2900 -4.7389 -6.6897 0.1 0.2 0.5
H -5.4563 -3.6582 -7.4140 -0.4 -0.1 0.2
H -5.2469 -2.2175 -5.7175 0.0 0.1 0.0
H -1.8344 -3.8648 -7.5089 0.1 0.0 0.1
C 0.5998 -0.7059 -1.5901 -1.4 2.1 0.6
C -0.7176 0.0941 -1.3331 0.9 0.0 1.5
O -1.6270 -0.6643 -0.4927 0.8 0.8 -0.9
O 0.2948 -1.8410 -2.2720 -0.2 -2.4 -1.0
H 1.0360 -0.9970 -0.6345 -0.1 0.1 0.0
H 1.3064 -0.0701 -2.1235 0.2 0.2 -0.1
H -1.2312 0.4865 -2.2108 0.1 -0.5 -0.5
H -0.4077 0.9911 -0.7969 -0.3 0.0 0.4
H -1.7553 -1.4682 -1.0014 -0.2 -0.4 0.1
H -0.1743 -1.6345 -3.0838 0.1 0.1 -0.2
C 1.2065 2.8879 -8.0199 0.7 -0.6 -0.5
C 2.2554 2.0153 -8.7421 -0.7 -1.4 1.2
O 3.4154 1.8483 -7.8849 -0.4 0.9 -0.2
O 1.7151 4.1684 -7.9761 0.7 1.7 0.0
H 1.0510 2.5939 -6.9818 -0.2 -0.8 -0.1
H 0.2610 2.9625 -8.5570 0.0 -0.5 0.0
H 2.5288 2.4368 -9.7095 -0.1 0.1 0.0
H 1.8819 0.9939 -8.8153 -0.5 0.0 -0.7
H 4.0570 1.3430 -8.3895 0.1 0.0 0.1
H 2.6356 4.0248 -7.7445 0.3 0.5 0.2
C -7.5300 -7.8139 -2.1878 0.6 -0.4 -0.9
C -8.0329 -8.9614 -1.3356 0.7 0.6 0.2
O -8.8403 -9.8171 -2.1053 -0.3 0.1 -0.1
O -6.3687 -7.2251 -1.6182 -0.4 -0.1 0.5
H -8.3400 -7.1203 -2.4133 0.0 0.4 0.2
H -7.2573 -8.3059 -3.1214 0.0 0.1 -0.4
H -8.6000 -8.5516 -0.4998 0.2 -0.3 0.4
H -7.1427 -9.5133 -1.0339 -0.2 -0.1 0.4
H -9.6145 -9.2786 -2.2849 -0.4 -0.3 -0.3
H -6.1056 -6.4245 -2.0780 -0.2 0.0 -0.2
```
Positions in Å, forces in eV/Å.